(1)
# C28H49Br2N4O12P4S

3 unconnected molecules or ions with the total composition C28H49Br2N4O12P4S (wB97M-V/def2-TZVPD, OMol25).

Atoms and positions in Å:
1 C -4.468 -4.630 -0.226
2 C -4.307 -4.208 -1.670
3 C -4.480 -5.165 -2.660
4 C -4.366 -4.801 -3.995
5 C -4.074 -3.490 -4.315
6 C -3.912 -2.521 -3.337
7 C -3.602 -1.105 -3.802
8 C -3.759 -0.073 -2.735
9 C -2.657 0.601 -2.228
10 C -1.258 0.318 -2.696
11 C -0.514 -0.683 -1.770
12 C 0.658 -1.321 -2.540
13 C 1.879 -1.538 -1.653
14 N 2.961 -2.082 -2.484
15 C 3.840 -2.930 -1.773
16 N 4.886 -2.499 -1.211
17 N 3.448 -4.311 -1.776
18 C -2.858 1.577 -1.242
19 C -1.671 2.349 -0.703
20 O -0.942 2.981 -1.438
21 O -1.498 2.318 0.610
22 P -0.459 3.553 1.267
23 O -1.053 4.983 0.772
24 Br -1.044 3.457 3.416
25 C -4.156 1.862 -0.780
26 P -4.378 3.162 0.511
27 O -4.027 2.627 1.837
28 C -5.233 1.168 -1.322
29 C -6.630 1.482 -0.864
30 C -6.964 0.865 0.509
31 C -6.677 -0.641 0.594
32 S -6.478 -1.008 2.368
33 N -4.996 0.233 -2.269
34 Br -6.458 -0.677 -3.003
35 C -4.020 -2.892 -2.006
36 H -3.545 -4.520 0.340
37 H -4.739 -5.683 -0.191
38 H -5.299 -4.086 0.224
39 H -4.703 -6.183 -2.375
40 H -4.501 -5.523 -4.788
41 H -3.996 -3.210 -5.360
42 H -2.626 -1.097 -4.270
43 H -4.317 -0.859 -4.594
44 H -1.195 -0.054 -3.714
45 H -0.681 1.235 -2.678
46 H -1.184 -1.438 -1.359
47 H -0.061 -0.092 -0.968
48 H 0.342 -2.276 -2.958
49 H 0.978 -0.641 -3.332
50 H 1.684 -2.228 -0.833
51 H 2.225 -0.581 -1.246
52 H 3.535 -1.356 -2.893
53 H 5.362 -3.300 -0.794
54 H 3.938 -4.806 -2.511
55 H 3.711 -4.725 -0.887
56 H -1.459 4.952 -0.104
57 H -5.710 3.602 0.535
58 H -3.605 4.266 0.101
59 H -6.669 2.562 -0.752
60 H -7.393 1.239 -1.594
61 H -6.521 1.417 1.340
62 H -8.042 0.978 0.638
63 H -5.755 -0.917 0.084
64 H -7.535 -1.197 0.226
65 H -6.155 -2.310 2.353
66 H -3.911 -2.152 -1.217
67 C 4.097 8.889 1.401
68 O 4.702 7.672 1.888
69 P 3.875 6.393 2.475
70 O 4.789 5.761 3.423
71 O 3.806 5.558 1.071
72 C 3.628 6.159 -0.203
73 O 2.395 5.918 2.961
74 C 1.230 6.547 2.397
75 H 4.664 9.729 1.797
76 H 4.163 8.922 0.314
77 H 3.055 8.989 1.706
78 H 4.600 6.325 -0.671
79 H 3.089 7.105 -0.146
80 H 3.053 5.476 -0.828
81 H 1.129 6.278 1.344
82 H 1.285 7.632 2.493
83 H 0.359 6.189 2.938
84 C 7.179 -5.909 4.460
85 O 7.011 -5.594 3.060
86 P 6.089 -4.365 2.477
87 O 5.740 -4.871 1.137
88 O 7.327 -3.305 2.400
89 C 8.326 -3.162 3.405
90 O 4.982 -3.174 2.661
91 C 4.801 -2.568 3.956
92 H 7.099 -6.988 4.574
93 H 8.174 -5.610 4.785
94 H 6.431 -5.429 5.090
95 H 9.195 -3.770 3.146
96 H 7.965 -3.449 4.393
97 H 8.629 -2.118 3.440
98 H 5.682 -1.984 4.230
99 H 4.605 -3.320 4.722
100 H 3.944 -1.905 3.893

## Properties
- Kohn-Sham gap: 5.61 eV
- Net charge: +1
- HOMO: -10.19 eV
- LUMO energy: -4.575 eV
- 2S+1: 1

Results of the Löwdin charge analysis, in e, for atoms 1 through 2: C -0.03; C -0.26

---

(2)
# C28H49BrCaNP3

A molecular structure, C28H49BrCaNP3 (wB97M-V/def2-TZVPD, OMol25).

Atoms and positions in Å:
1 N 10.330 3.449 -0.765
2 C 10.169 2.427 0.063
3 C 8.942 1.761 0.228
4 C 7.820 2.178 -0.533
5 C 8.034 3.265 -1.423
6 C 9.312 3.840 -1.513
7 C 6.504 1.532 -0.384
8 Ca 1.779 -1.246 -1.487
9 P -2.765 -2.597 -3.808
10 C 5.471 1.717 -1.254
11 C 4.102 1.334 -1.055
12 C 3.238 1.369 -2.147
13 C 1.878 1.199 -1.916
14 C 1.259 1.224 -0.634
15 C 2.198 0.981 0.414
16 C 3.568 1.047 0.220
17 Br -0.766 -0.932 -0.420
18 H 6.334 0.795 0.427
19 H 5.625 2.190 -2.232
20 H 8.907 1.006 1.005
21 H 7.214 3.747 -1.951
22 H 11.063 2.146 0.635
23 H 9.523 4.652 -2.184
24 H 3.617 1.657 -3.132
25 H 4.282 1.039 1.035
26 H 1.171 1.127 -2.756
27 H 1.712 0.921 1.399
28 P -0.461 2.015 -0.567
29 C -1.299 -3.553 -3.338
30 C -1.190 -4.751 -4.286
31 H -1.358 -3.851 -2.285
32 H -0.422 -2.893 -3.398
33 H -0.526 -5.529 -3.903
34 H -2.177 -5.192 -4.446
35 H -0.818 -4.415 -5.255
36 C -2.183 -1.268 -4.894
37 C -3.192 -0.966 -6.009
38 H -1.237 -1.600 -5.336
39 H -1.955 -0.372 -4.307
40 H -2.757 -0.340 -6.796
41 H -3.533 -1.894 -6.477
42 H -4.080 -0.463 -5.617
43 C -3.608 -1.837 -2.384
44 C -4.835 -2.642 -1.955
45 H -3.873 -0.801 -2.638
46 H -2.872 -1.737 -1.579
47 H -5.391 -2.133 -1.163
48 H -5.505 -2.762 -2.810
49 H -4.523 -3.629 -1.605
50 C -2.179 2.407 0.107
51 C -2.426 3.841 0.612
52 H -2.466 1.681 0.895
53 H -2.899 2.190 -0.713
54 H -1.858 4.035 1.513
55 H -2.183 4.612 -0.115
56 H -3.481 3.969 0.852
57 C -0.923 2.045 -2.396
58 C -0.097 2.998 -3.259
59 H -1.974 2.379 -2.370
60 H -0.978 1.009 -2.804
61 H -0.122 4.006 -2.827
62 H 0.957 2.704 -3.365
63 H -0.529 2.989 -4.272
64 C 0.382 3.634 -0.328
65 C 0.830 3.711 1.127
66 H -0.290 4.438 -0.657
67 H 1.229 3.639 -1.028
68 H 1.800 4.214 1.203
69 H 0.105 4.264 1.734
70 H 0.957 2.728 1.597
71 C -0.843 -1.734 3.355
72 P 0.010 -0.306 2.614
73 C -1.219 0.957 3.119
74 C 1.269 0.043 3.859
75 H -1.805 -1.936 2.864
76 H -1.000 -1.469 4.409
77 H -0.193 -2.611 3.277
78 H -1.165 0.927 4.216
79 H -0.952 1.972 2.778
80 H -2.235 0.689 2.790
81 H 0.714 0.109 4.787
82 H 1.985 -0.774 3.895
83 H 1.774 0.983 3.649

## Properties
- Kohn-Sham gap: 4.50 eV
- Net charge: +2
- ΔE to the lowest compared entry with this formula, charge and spin: 1.571 eV
- HOMO: -11.69 eV
- LUMO energy: -7.194 eV
- 2S+1: 1

Results of the Löwdin charge analysis, in e, for atoms 1 through 2: N 0.07; C -0.12

---

(3)
# C28H49BrCdN5OSSi

A molecular structure, C28H49BrCdN5OSSi (wB97M-V/def2-TZVPD, OMol25).

Atoms and positions in Å:
1 Cd 2.195 -0.168 0.854
2 C 2.382 -3.346 0.627
3 C 3.722 -3.008 1.276
4 N 4.207 -1.703 0.830
5 C 5.143 -1.051 1.761
6 C 4.438 -0.705 3.050
7 C 5.083 -0.696 4.249
8 C 4.397 -0.325 5.437
9 C 3.004 -0.041 5.298
10 C 2.415 -0.066 4.073
11 C 0.956 0.323 3.900
12 N 0.351 -0.140 2.639
13 C -0.229 -1.483 2.676
14 C 0.797 -2.568 2.370
15 N 1.318 -2.398 1.010
16 N 3.092 -0.373 2.912
17 H 2.491 -3.289 -0.458
18 H 2.107 -4.373 0.888
19 H 3.617 -2.962 2.361
20 H 4.429 -3.815 1.059
21 H 4.599 -1.766 -0.099
22 H 6.013 -1.673 1.989
23 H 5.503 -0.146 1.257
24 H 6.131 -0.982 4.284
25 H 4.891 -0.302 6.398
26 H 2.400 0.200 6.169
27 H 0.390 -0.060 4.754
28 H 0.861 1.412 3.916
29 H -0.348 0.522 2.337
30 H -0.683 -1.694 3.650
31 H -1.024 -1.527 1.925
32 H 1.627 -2.480 3.072
33 H 0.338 -3.552 2.502
34 H 0.554 -2.454 0.345
35 O 2.563 -0.457 -1.406
36 N 3.521 0.327 -1.843
37 C 4.247 -0.131 -2.882
38 C 5.269 0.592 -3.430
39 C 5.562 1.843 -2.887
40 C 4.825 2.296 -1.833
41 C 3.766 1.546 -1.273
42 S 2.847 2.134 0.055
43 H 3.934 -1.103 -3.232
44 H 5.820 0.184 -4.266
45 H 6.366 2.447 -3.290
46 H 5.032 3.255 -1.381
47 C -2.679 -1.979 -2.301
48 C -3.698 -1.004 -1.685
49 C -4.200 -1.667 -0.393
50 C -4.888 -0.863 -2.654
51 Si -2.936 0.716 -1.319
52 Br -0.828 0.264 -0.560
53 C -2.638 1.790 -2.873
54 C -3.924 2.546 -3.258
55 C -2.208 0.912 -4.059
56 C -1.511 2.818 -2.662
57 C -3.792 1.643 0.118
58 C -5.322 1.604 -0.062
59 C -3.340 3.111 0.157
60 C -3.445 1.045 1.492
61 H -3.192 -2.927 -2.509
62 H -1.855 -2.187 -1.615
63 H -2.251 -1.625 -3.237
64 H -4.553 -2.678 -0.634
65 H -5.036 -1.132 0.059
66 H -3.404 -1.763 0.352
67 H -5.361 -1.844 -2.787
68 H -4.579 -0.515 -3.642
69 H -5.656 -0.179 -2.281
70 H -4.771 1.879 -3.438
71 H -3.744 3.106 -4.184
72 H -4.219 3.270 -2.496
73 H -2.992 0.226 -4.383
74 H -1.307 0.334 -3.830
75 H -1.976 1.566 -4.908
76 H -1.754 3.572 -1.916
77 H -1.343 3.341 -3.612
78 H -0.569 2.346 -2.374
79 H -5.645 2.033 -1.014
80 H -5.791 2.191 0.738
81 H -5.723 0.590 0.004
82 H -3.706 3.681 -0.699
83 H -2.251 3.207 0.199
84 H -3.750 3.580 1.060
85 H -3.730 0.001 1.600
86 H -3.978 1.616 2.262
87 H -2.376 1.130 1.701

## Properties
- Kohn-Sham gap (spin up / spin down): 4.19 / 8.08 eV
- ΔE to the lowest compared entry with this formula, charge and spin: 0.000 eV
- HOMO (spin up / spin down): -3.71 / -7.61 eV
- LUMO energy (spin up / spin down): 0.476 / 0.474 eV
- 2S+1: 2

Results of the Löwdin charge analysis, in e, for atoms 1 through 2: Cd 1.23; C -0.20

---

(4)
# C28H49BrNOP3Pb

A molecular structure, C28H49BrNOP3Pb (wB97M-V/def2-TZVPD, OMol25).

Atoms and positions in Å:
1 N -5.874 5.263 -4.134
2 C -5.505 5.750 -2.947
3 C -4.423 5.228 -2.227
4 C -3.675 4.153 -2.757
5 C -4.073 3.676 -4.032
6 C -5.168 4.271 -4.680
7 C -2.589 3.530 -1.979
8 Pb -0.250 3.783 -1.531
9 P 4.933 -0.086 0.044
10 C -1.742 2.542 -2.562
11 C -1.127 1.488 -1.776
12 C -0.258 0.573 -2.465
13 C 0.175 -0.586 -1.910
14 C -0.293 -1.019 -0.551
15 C -1.325 -0.095 0.028
16 C -1.475 1.193 -0.426
17 Br 1.280 -0.582 0.593
18 H -2.765 3.566 -0.899
19 H -1.637 2.471 -3.643
20 H -4.131 5.686 -1.285
21 H -3.526 2.883 -4.546
22 H -6.078 6.592 -2.547
23 H -5.467 3.927 -5.679
24 H 0.072 0.891 -3.457
25 H -1.847 1.991 0.244
26 H 0.908 -1.232 -2.410
27 H -1.837 -0.425 0.941
28 P -0.733 -2.806 -0.462
29 C 4.171 1.535 0.311
30 C 5.256 2.618 0.207
31 H 3.708 1.537 1.305
32 H 3.379 1.675 -0.433
33 H 4.885 3.574 0.587
34 H 6.143 2.340 0.791
35 H 5.564 2.752 -0.837
36 C 4.171 -0.802 -1.466
37 C 5.071 -1.910 -2.031
38 H 4.049 0.024 -2.182
39 H 3.169 -1.169 -1.194
40 H 4.767 -2.165 -3.054
41 H 6.118 -1.578 -2.062
42 H 5.022 -2.819 -1.415
43 C 4.232 -1.213 1.315
44 C 5.223 -1.505 2.424
45 H 3.896 -2.149 0.850
46 H 3.332 -0.744 1.736
47 H 4.778 -2.176 3.163
48 H 6.119 -1.984 2.026
49 H 5.515 -0.580 2.924
50 C -0.460 -3.267 1.255
51 C -0.943 -4.672 1.607
52 H -0.947 -2.519 1.897
53 H 0.614 -3.159 1.461
54 H -2.015 -4.679 1.835
55 H -0.769 -5.379 0.790
56 H -0.425 -5.065 2.491
57 C 0.178 -3.811 -1.670
58 C -0.253 -3.640 -3.133
59 H 0.023 -4.864 -1.370
60 H 1.251 -3.588 -1.552
61 H -1.207 -4.141 -3.341
62 H -0.343 -2.590 -3.431
63 H 0.499 -4.097 -3.786
64 C -2.439 -2.806 -1.048
65 C -3.534 -2.538 -0.031
66 H -2.608 -3.762 -1.562
67 H -2.438 -2.022 -1.824
68 H -4.240 -1.814 -0.446
69 H -4.111 -3.445 0.169
70 H -3.182 -2.146 0.926
71 C 0.478 1.931 5.122
72 P -0.913 1.394 4.100
73 C -0.813 -0.419 4.077
74 C -2.407 1.810 5.037
75 O -0.891 1.951 2.711
76 H 0.248 1.765 6.181
77 H 0.674 2.997 4.951
78 H 1.368 1.353 4.846
79 H -0.627 -0.838 5.074
80 H -1.756 -0.819 3.682
81 H 0.002 -0.696 3.396
82 H -2.719 2.833 4.798
83 H -3.214 1.119 4.762
84 H -2.216 1.734 6.115

## Properties
- Kohn-Sham gap: 4.33 eV
- Net charge: +2
- ΔE to the lowest compared entry with this formula, charge and spin: 0.198 eV
- HOMO: -12.00 eV
- LUMO energy: -7.666 eV
- 2S+1: 1

Results of the Löwdin charge analysis, in e, for atoms 1 through 2: N 0.08; C -0.11